Entry 1:
Formula: C4H12
Source: the OMol25 dataset
Level of theory: wB97M-V/def2-TZVPD

Each line ends with the natural charge from an NBO analysis.
Cartesian coordinates (Å):
C1 1.4272 0.1153 0.5251  -0.6109
C2 2.6881 0.8741 0.3090  -0.6109
H1 1.0487 0.1903 1.4629  0.2033
H2 0.6698 0.3981 -0.0886  0.2006
H3 1.3670 -0.9197 0.4297  0.2041
H4 3.1429 0.9740 -0.7079  0.2073
H5 3.4506 0.6523 0.9927  0.2047
H6 2.5460 1.9254 0.5533  0.2025
C3 -1.9369 0.1404 -0.7837  -0.6037
C4 -2.1474 -1.2725 -0.2146  -0.6200
H7 -0.9761 0.5843 -0.3241  0.1954
H8 -1.9032 0.0915 -1.8452  0.2010
H9 -2.6377 0.9183 -0.3998  0.2101
H10 -1.4515 -2.1089 -0.3231  0.2158
H11 -2.1235 -1.0332 0.8986  0.1963
H12 -3.1640 -1.5298 -0.4844  0.2046

Cartesian forces (eV/Å) of the 2 atoms listed first:
C 1.52 -0.28 -0.83
C 0.47 1.64 -1.16

Summary:
E_LUMO, eV: 1.144
Total charge: 0
Relative energy (zero: lowest compared OMol25 entry of this formula, charge and spin), kJ/mol: 120.2
E_tot, eV: -4341.2830
Structure (SMILES): CC.CC
2S+1: 1
E_HOMO, eV: -11.095

---

Entry 2:
Formula: C3H9N2O
Source: the OMol25 dataset
Level of theory: wB97M-V/def2-TZVPD

Each line ends with the natural charge from an NBO analysis.
Cartesian coordinates (Å):
C1 -1.5087 0.4220 0.1929  0.5525
C2 0.5744 -0.7096 1.0914  -0.4693
C3 0.1373 -0.7430 -1.2473  -0.4152
N1 0.7043 1.2476 -0.1759  -0.6562
N2 -0.0559 0.0219 0.0204  -0.1476
O1 -2.3495 0.1454 -0.6142  -0.3926
H1 -1.5094 1.1389 1.0855  0.1711
H2 1.5957 -0.6544 1.0020  0.2580
H3 0.4731 -0.3202 2.1676  0.2596
H4 0.2127 -1.7820 1.2897  0.2719
H5 0.0037 -1.8712 -0.9804  0.2587
H6 -0.4485 -0.2487 -2.0227  0.2557
H7 1.1780 -0.5570 -1.4240  0.2441
H8 0.5669 1.9387 0.5710  0.3883
H9 0.4259 1.9715 -0.9560  0.4210

Cartesian forces (eV/Å) of the 2 atoms listed first:
C -1.43 0.76 -0.18
C -1.84 -1.72 4.73

Summary:
E_LUMO, eV: -4.485
Total charge: +1
Relative energy (zero: lowest compared OMol25 entry of this formula, charge and spin), kJ/mol: 400.4
E_tot, eV: -8274.9245
Structure (SMILES): C[N+](C)(N)C=O
2S+1: 1
E_HOMO, eV: -16.026

---

Entry 3:
Formula: CH5OP
Source: the OMol25 dataset
Level of theory: wB97M-V/def2-TZVPD

Each line ends with the natural charge from an NBO analysis.
Cartesian coordinates (Å):
C1 -0.2954 -0.7950 -0.0278  -1.0324
O1 2.4097 -0.3796 -0.0976  -1.0054
P1 1.1306 0.2582 -0.0546  1.5373
H1 -0.8747 -0.8544 -0.8748  0.2487
H2 0.0942 -1.8093 0.2882  0.2709
H3 -0.9206 -0.3564 0.7196  0.2650
H4 0.8068 1.4664 -0.6338  -0.0692
H5 0.6896 1.6942 2.2065  -0.2147

Cartesian forces (eV/Å) of the 2 atoms listed first:
C 1.48 -1.16 1.89
O 2.97 -1.12 -0.73

Summary:
E_LUMO (alpha / beta), eV: -0.287 / -0.526
Total charge: 0
Relative energy (zero: lowest compared OMol25 entry of this formula, charge and spin), kJ/mol: 350.5
E_tot, eV: -12450.5061
2S+1: 1
E_HOMO (alpha / beta), eV: -9.817 / -8.059

---

Entry 4:
Formula: C25H22ClN2O3P
Source: the OMol25 dataset
Level of theory: wB97M-V/def2-TZVPD

Each line ends with the natural charge from an NBO analysis.
Cartesian coordinates (Å):
O1 1.3594 -0.8705 -2.6019  -1.1088
P1 1.4101 -0.5809 -1.1588  1.9500
C1 -0.1320 -0.0031 -0.4285  -0.4298
C2 -1.3763 0.4337 -0.8730  0.5330
N1 -1.9481 0.6637 -2.0687  -0.4116
C3 -1.3856 0.2312 -3.3292  -0.2692
H1 -0.5335 -0.4215 -3.1508  0.2810
C4 -2.4554 -0.5094 -4.1235  -0.0733
H2 -2.0532 -0.8396 -5.0843  0.1993
O2 -3.5872 0.2992 -4.4076  -0.5286
C5 -3.7406 1.3926 -3.5314  -0.0742
H3 -3.1436 2.2487 -3.8797  0.1677
C6 -3.3468 1.0544 -2.0979  -0.2415
H4 -3.9813 0.2409 -1.7195  0.1935
H5 -3.4930 1.9281 -1.4552  0.2144
H6 -4.7969 1.6686 -3.5754  0.2025
H7 -2.7787 -1.3954 -3.5574  0.1688
H8 -1.0360 1.1032 -3.8947  0.1958
O3 -2.1228 0.7263 0.2163  -0.4276
C7 -1.3158 0.4685 1.2949  0.4234
N2 -0.1482 0.0410 0.9387  -0.4414
C8 -1.7933 0.6797 2.6365  -0.0337
C9 -0.9644 0.3750 3.7193  -0.1852
C10 -1.4036 0.5730 5.0111  -0.2261
C11 -2.6786 1.0774 5.2295  -0.0374
C12 -3.5156 1.3828 4.1664  -0.2264
C13 -3.0730 1.1840 2.8743  -0.2006
H9 -3.7157 1.4179 2.0396  0.2254
H10 -4.5040 1.7725 4.3536  0.2296
Cl1 -3.2310 1.3264 6.8471  0.0110
H11 -0.7673 0.3388 5.8500  0.2302
H12 0.0189 -0.0211 3.5241  0.2337
C14 2.6529 0.6806 -0.7332  -0.4281
C15 2.6132 1.4337 0.4323  -0.2035
C16 3.6169 2.3506 0.6882  -0.2025
C17 4.6575 2.5163 -0.2122  -0.1992
C18 4.6943 1.7682 -1.3776  -0.2321
C19 3.6925 0.8507 -1.6375  -0.1194
H13 3.6941 0.2613 -2.5430  0.2266
H14 5.5028 1.9010 -2.0815  0.2149
H15 5.4388 3.2333 -0.0062  0.2135
H16 3.5878 2.9402 1.5933  0.2125
H17 1.7935 1.3069 1.1242  0.2346
C20 1.8378 -2.0450 -0.1672  -0.3351
C21 1.8893 -3.2611 -0.8335  -0.1968
C22 2.2056 -4.4169 -0.1421  -0.2199
C23 2.4710 -4.3553 1.2158  -0.1984
C24 2.4239 -3.1392 1.8799  -0.2073
C25 2.1108 -1.9813 1.1924  -0.2054
H18 2.0678 -1.0318 1.7007  0.2273
H19 2.6352 -3.0960 2.9387  0.2113
H20 2.7175 -5.2563 1.7587  0.2129
H21 2.2454 -5.3641 -0.6603  0.2145
H22 1.6840 -3.2817 -1.8943  0.2353

Cartesian forces (eV/Å) of the 2 atoms listed first:
O 0.09 -0.21 -0.82
P -0.15 0.29 1.07

Summary:
E_LUMO, eV: 0.337
Total charge: 0
E_tot, eV: -57216.8080
Structure (SMILES): O=P(c1ccccc1)(c1ccccc1)c1nc(-c2ccc(Cl)cc2)oc1N1CCOCC1
2S+1: 1
E_HOMO, eV: -7.555

---

Entry 5:
Formula: C19H20FN3O2
Source: the OMol25 dataset
Level of theory: wB97M-V/def2-TZVPD

Each line ends with the natural charge from an NBO analysis.
Cartesian coordinates (Å):
F1 0.8563 -5.9082 0.0595  -0.3248
N1 2.0439 1.4372 4.3704  -0.2259
N2 2.2033 0.8992 3.2272  -0.0533
O1 0.3161 1.1374 -3.3633  -0.5718
O2 1.5939 0.1994 -1.6378  -0.5391
C1 1.1831 2.5071 4.2337  -0.1414
C2 0.7577 2.5976 2.9410  -0.0788
C3 -3.6062 1.6964 1.5184  -0.2149
C4 -2.9450 2.2588 0.4092  -0.2130
C5 -3.0748 0.5918 2.1850  -0.2063
C6 -0.3953 -3.9863 -0.5654  -0.2697
C7 1.9906 -3.8433 -0.1770  -0.2581
C8 -0.4795 -2.6281 -0.8144  -0.1986
C9 1.9360 -2.4733 -0.4352  -0.2016
C10 -1.6166 1.8373 0.1067  -0.2238
C11 -1.7701 0.1622 1.8673  -0.1997
C12 0.8213 -4.5819 -0.2273  0.3854
C13 0.6905 -1.8723 -0.7437  -0.0570
C14 -1.0422 0.7268 0.8035  -0.0201
N3 1.4526 1.5972 2.3082  -0.1995
C15 -0.3431 0.9680 -4.6377  -0.2548
C16 1.3714 0.1908 -3.0496  0.2453
C17 1.4448 1.3031 0.8750  -0.2061
C18 0.5298 -0.3893 -0.8766  0.0818
C19 0.3726 0.2019 0.5471  -0.2561
H1 0.8454 3.1455 5.0314  0.2122
H2 0.0041 3.2868 2.5827  0.2404
H3 -4.6016 2.0549 1.7831  0.2145
H4 -3.4059 3.1358 -0.0421  0.2183
H5 -3.6273 0.0954 2.9749  0.2187
H6 -1.2666 -4.6321 -0.5678  0.2284
H7 2.9075 -4.3400 0.0636  0.2299
H8 -1.4121 -2.1348 -1.0361  0.2226
H9 2.8320 -1.8437 -0.3169  0.2324
H10 -0.9814 2.3613 -0.6424  0.2240
H11 -1.3279 -0.6604 2.3656  0.2136
H12 0.3613 1.2188 -5.4500  0.1734
H13 -1.2360 1.6199 -4.7194  0.2014
H14 -0.6878 -0.0675 -4.7005  0.1710
H15 1.0881 -0.7985 -3.4032  0.1415
H16 2.2640 0.4667 -3.5797  0.1675
H17 1.3023 2.1905 0.2345  0.2229
H18 2.4452 0.9846 0.6133  0.2364
H19 -0.4062 -0.1512 -1.3858  0.2034
H20 0.6118 -0.5614 1.2707  0.2296

Cartesian forces (eV/Å) of the 2 atoms listed first:
F -0.04 0.49 -0.17
N -0.63 1.03 0.25

Summary:
E_LUMO, eV: 0.638
Total charge: 0
Relative energy (zero: lowest compared OMol25 entry of this formula, charge and spin), kJ/mol: 395.3
E_tot, eV: -31308.0575
Structure (SMILES): COCO[C@@H](c1ccc(F)cc1)[C@@H](Cn1ccnn1)c1ccccc1
2S+1: 1
E_HOMO, eV: -9.081

---

Entry 6:
Formula: C3H7NO
Source: the OMol25 dataset
Level of theory: wB97M-V/def2-TZVPD

Each line ends with the natural charge from an NBO analysis.
Cartesian coordinates (Å):
C1 -0.5997 -1.0107 1.3793  -0.4072
N1 0.2184 -0.5016 0.2753  -0.6539
C2 -0.0012 0.7455 -0.4422  -0.3427
C3 0.7066 0.7982 -1.6268  0.3993
O1 0.6339 1.7505 -2.4361  -0.5312
H1 -0.9842 -0.0002 1.8797  0.1769
H2 -1.3849 -1.7235 1.0905  0.1924
H3 0.0038 -1.5502 2.1804  0.2051
H4 1.1253 -0.8114 0.3158  0.3664
H5 0.0873 1.5930 0.2536  0.2205
H6 -1.1319 0.8254 -0.8173  0.2402
H7 1.3266 -0.1150 -2.0522  0.1340

Cartesian forces (eV/Å) of the 2 atoms listed first:
C 0.29 2.60 1.35
N -2.05 -0.73 -0.30

Summary:
E_LUMO, eV: 0.794
Total charge: 0
Relative energy (zero: lowest compared OMol25 entry of this formula, charge and spin), kJ/mol: 264.6
E_tot, eV: -6760.0083
Structure (SMILES): CNCC=O
2S+1: 1
E_HOMO, eV: -8.889